Record 1
{"formula": "C40H32N4OP2PdSTe", "method": "ωB97M-V/def2-TZVPD", "symbols": ["Pd", "Te", "C", "C", "C", "N", "C", "C", "C", "P", "C", "C", "C", "C", "C", "C", "C", "C", "C", "C", "C", "C", "P", "C", "C", "C", "C", "C", "C", "C", "C", "C", "C", "C", "C", "H", "H", "H", "H", "H", "H", "H", "H", "H", "H", "H", "H", "H", "H", "H", "H", "H", "H", "H", "H", "H", "H", "H", "H", "C", "C", "C", "C", "N", "C", "C", "C", "C", "C", "C", "N", "H", "H", "H", "H", "H", "H", "H", "H", "O", "S", "N"], "positions_angstrom": [[-0.029605, -0.558082, 0.016881], [-4.797816, -0.036137, -1.592089], [-6.302390, 0.278857, -0.141961], [-7.157376, 1.364537, -0.249631], [-8.122256, 1.541748, 0.737089], [-8.254791, 0.734938, 1.783574], [-7.434854, -0.308559, 1.870031], [-6.450190, -0.587482, 0.931281], [-3.183530, 0.167858, -0.262694], [-2.291462, 1.598246, -0.538013], [-3.116637, 3.129325, -0.154982], [-2.613533, 4.364077, -0.579309], [-3.247727, 5.526915, -0.177762], [-4.372941, 5.464747, 0.636783], [-4.871396, 4.240362, 1.059201], [-4.240015, 3.069583, 0.671906], [-1.692106, 1.710523, -2.235097], [-2.440268, 2.464730, -3.141362], [-2.081229, 2.503452, -4.480760], [-0.977853, 1.793871, -4.926739], [-0.231590, 1.037805, -4.031783], [-0.587250, 0.991255, -2.694818], [-2.225261, -1.147086, 0.288639], [-3.024001, -2.732880, 0.057809], [-3.186058, -3.268317, -1.224248], [-3.872852, -4.454930, -1.401383], [-4.412908, -5.110123, -0.299980], [-4.265513, -4.578219, 0.972562], [-3.567092, -3.393802, 1.159674], [-1.809782, -1.085490, 2.054585], [-0.821734, -1.945371, 2.552793], [-0.411922, -1.849041, 3.873234], [-0.987553, -0.905429, 4.713539], [-1.993576, -0.074704, 4.237620], [-2.400208, -0.163445, 2.915714], [-7.084770, 2.067089, -1.069763], [-8.811411, 2.376888, 0.681553], [-7.575001, -0.959401, 2.725827], [-5.823898, -1.464109, 1.043165], [-1.751193, 4.416912, -1.229439], [-2.868839, 6.484874, -0.506803], [-4.865124, 6.379328, 0.939730], [-5.749328, 4.195013, 1.689579], [-4.622017, 2.109977, 0.998431], [-3.308866, 3.017045, -2.809818], [-2.667254, 3.091992, -5.173338], [-0.697827, 1.828178, -5.970953], [0.631936, 0.484666, -4.376511], [0.024640, 0.385605, -2.025532], [-2.801387, -2.740743, -2.090876], [-4.000140, -4.863246, -2.394773], [-4.956219, -6.035526, -0.437127], [-4.692711, -5.086097, 1.826570], [-3.454089, -2.990211, 2.156587], [-0.414277, -2.733397, 1.928699], [0.347769, -2.521091, 4.249922], [-0.669805, -0.834266, 5.745068], [-2.470316, 0.635022, 4.900471], [-3.191441, 0.478682, 2.545291], [4.222035, 0.984411, 0.167629], [4.918927, -0.207429, 0.252063], [4.208255, -1.395746, 0.250482], [2.823281, -1.363369, 0.190129], [2.145569, -0.204119, 0.141633], [2.841748, 0.934376, 0.111495], [2.024431, -2.604122, 0.047588], [2.534340, -3.853064, 0.359601], [1.793575, -4.987044, 0.065018], [0.570219, -4.838679, -0.561575], [0.103490, -3.560173, -0.803953], [0.789481, -2.460124, -0.482360], [4.727875, 1.938389, 0.134506], [5.999480, -0.216775, 0.293143], [4.734116, -2.338434, 0.263934], [2.281818, 1.853867, 0.023247], [3.501436, -3.944122, 0.831120], [2.178860, -5.968498, 0.306016], [-0.029751, -5.689977, -0.849716], [-0.850339, -3.409825, -1.277354], [0.313207, 3.543276, -0.097489], [-0.002760, 2.588664, 0.926768], [-0.977049, 1.466403, 0.588608]], "forces_ev_per_angstrom": [[-0.1, -0.8, 0.0], [-0.2, 0.1, 0.1], [0.0, 0.0, 0.0], [0.0, 0.0, 0.0], [0.0, 0.0, 0.0], [0.0, 0.0, 0.0], [0.0, 0.0, 0.0], [0.0, 0.0, 0.0], [0.1, -0.3, -0.1], [0.1, 0.3, -0.7], [-0.1, -0.2, 0.3], [-0.1, 0.0, -0.1], [0.0, 0.0, 0.0], [0.0, 0.0, 0.0], [0.0, 0.0, 0.0], [0.0, 0.0, 0.0], [0.1, 0.2, 0.1], [0.0, 0.0, 0.0], [0.0, 0.0, 0.0], [0.0, 0.0, 0.0], [0.0, 0.0, 0.0], [0.0, 0.0, 0.0], [0.3, 0.3, 1.0], [0.1, -0.1, -0.4], [-0.1, 0.1, 0.0], [0.0, 0.0, 0.0], [0.0, 0.0, 0.0], [0.0, 0.0, 0.0], [0.1, 0.0, 0.0], [-0.2, -0.1, 0.4], [-0.1, -0.1, 0.0], [0.0, 0.0, 0.0], [0.0, 0.0, 0.0], [0.0, 0.0, 0.0], [-0.1, 0.1, -0.1], [0.0, 0.0, 0.0], [0.0, 0.0, 0.0], [0.0, 0.0, 0.0], [0.0, 0.0, 0.0], [0.0, 0.0, 0.0], [0.0, 0.0, 0.0], [0.0, 0.0, 0.0], [0.0, 0.0, 0.0], [0.0, 0.0, 0.0], [0.0, 0.0, 0.0], [0.0, 0.0, 0.0], [0.0, 0.0, 0.0], [0.0, 0.0, 0.0], [-0.1, 0.1, 0.0], [0.0, 0.0, 0.0], [0.0, 0.0, 0.0], [0.0, 0.0, 0.0], [0.0, 0.0, 0.0], [0.0, 0.0, 0.0], [0.1, 0.1, 0.0], [0.0, 0.0, 0.0], [0.0, 0.0, 0.0], [0.0, 0.0, 0.0], [0.0, 0.0, 0.0], [0.0, 0.0, 0.0], [0.0, 0.0, 0.0], [0.0, 0.0, 0.0], [0.0, 0.0, 0.0], [0.0, 0.1, -0.2], [0.0, 0.0, 0.1], [0.0, 0.0, 0.0], [0.0, 0.0, 0.0], [0.0, 0.0, 0.0], [0.0, 0.0, 0.0], [0.0, 0.0, -0.1], [0.0, 0.0, 0.3], [0.0, 0.0, 0.0], [0.0, 0.0, 0.0], [0.0, 0.0, 0.0], [0.0, 0.0, 0.0], [0.0, 0.0, 0.0], [0.0, 0.0, 0.0], [0.0, 0.0, 0.0], [0.0, 0.0, 0.0], [-0.2, 0.2, 0.0], [0.4, -0.3, 0.2], [-0.1, 0.2, -0.7]], "gap_ev": [5.53, 5.53], "charge": 2}

***

Record 2
{"formula": "C40H33CaF6N9O3S2Se", "method": "ωB97M-V/def2-TZVPD", "symbols": ["Ca", "S", "N", "C", "C", "C", "C", "C", "N", "C", "C", "N", "C", "C", "C", "C", "C", "N", "H", "H", "H", "H", "H", "H", "F", "C", "C", "C", "C", "O", "C", "C", "N", "C", "C", "C", "C", "C", "C", "N", "C", "C", "N", "C", "C", "C", "O", "O", "H", "H", "H", "H", "H", "H", "H", "H", "H", "H", "H", "H", "H", "H", "H", "H", "H", "H", "S", "C", "N", "F", "C", "C", "F", "C", "F", "C", "Se", "C", "F", "C", "F", "C", "C", "C", "C", "N", "H", "H", "H", "H", "H", "H", "H", "H", "H"], "positions_angstrom": [[0.680053, 0.300341, -1.473615], [0.659059, 1.393193, -9.194552], [-0.500025, 0.693034, -8.228344], [0.015729, 0.751487, -6.987288], [-0.620173, 0.244943, -5.796886], [-1.884522, -0.387946, -5.848903], [-2.447955, -0.892939, -4.720812], [-1.744179, -0.765893, -3.510146], [-0.578962, -0.164266, -3.419002], [0.002585, 0.353066, -4.543526], [1.308897, 1.003000, -4.447199], [1.895273, 1.157641, -3.224698], [3.096133, 1.683714, -3.126787], [3.810255, 2.139880, -4.250152], [3.222675, 2.043825, -5.470834], [1.937955, 1.463355, -5.608658], [1.295976, 1.347444, -6.895169], [1.815253, 1.769129, -8.059851], [-2.378912, -0.456178, -6.810178], [-3.415634, -1.379858, -4.735545], [-2.157167, -1.158528, -2.584404], [3.515230, 1.757303, -2.127457], [4.798654, 2.561354, -4.127027], [3.715376, 2.399694, -6.367746], [0.657880, 1.805024, 4.998000], [1.274724, 0.735880, 4.369753], [1.737992, 0.920520, 3.088756], [2.320980, -0.176909, 2.383361], [2.389758, -0.173674, 0.970872], [1.852137, 0.809547, 0.303429], [3.046954, -1.317581, 0.337815], [3.561945, -2.289579, 1.116934], [3.368992, -2.344493, 2.485952], [3.773998, -3.480493, 3.246845], [3.802878, -4.829412, 2.610287], [2.752066, -4.500613, 3.641261], [2.659885, -1.327296, 3.137797], [2.198427, -1.469758, 4.443398], [1.313544, -0.498076, 5.024915], [0.396472, -0.853664, 6.078604], [-0.905959, -0.167969, 5.974308], [-1.640784, -0.584397, 4.701809], [-1.860455, -2.046240, 4.627184], [-0.624569, -2.792628, 4.922856], [0.098052, -2.293164, 6.161442], [3.075386, -1.538031, -1.177929], [4.138114, -1.855342, -1.718566], [1.904886, -1.425023, -1.723431], [1.579130, 1.863736, 2.576789], [4.130521, -3.096271, 0.676969], [4.539749, -3.272167, 3.990850], [4.614987, -5.492830, 2.879540], [3.471793, -4.914877, 1.582188], [2.826175, -4.936277, 4.632707], [1.741526, -4.342724, 3.279273], [2.414452, -2.383255, 4.974490], [-0.777634, 0.909294, 6.018573], [-1.495047, -0.469654, 6.849654], [-1.054164, -0.284676, 3.827686], [-2.608513, -0.083639, 4.626749], [-2.023944, -2.494352, 2.844749], [-2.569238, -2.308062, 5.295320], [0.042950, -2.691757, 4.062355], [-0.874160, -3.853065, 5.024176], [1.001367, -2.869675, 6.340475], [-0.540722, -2.432450, 7.039537], [-2.092594, -3.165406, 1.664570], [-1.256486, -2.028598, 0.695676], [-0.719520, -1.275014, 0.018021], [-7.282352, -0.632727, -1.033496], [-6.092573, -0.063396, -0.777651], [-5.421368, 0.607053, -1.762184], [-5.968272, 0.694502, -2.981702], [-4.189982, 1.207164, -1.497044], [-3.645976, 1.852808, -2.528509], [-3.601986, 1.148943, -0.253570], [-1.798568, 1.717248, 0.285524], [-4.312701, 0.464877, 0.705104], [-3.823389, 0.330835, 1.955600], [-5.541264, -0.134251, 0.473297], [-6.197070, -0.777724, 1.456175], [0.309316, 4.232305, -0.499619], [-0.765772, 3.652325, -1.431460], [-2.061486, 4.448960, -1.235006], [-0.323256, 3.832867, -2.884337], [-0.907324, 2.171155, -1.229101], [0.549480, 5.275833, -0.752508], [1.224824, 3.635973, -0.558010], [-0.033050, 4.201880, 0.539068], [-1.901821, 5.500903, -1.507238], [-2.402995, 4.412923, -0.199407], [-2.856578, 4.042988, -1.870533], [-0.335271, 4.893614, -3.164051], [-0.996356, 3.284506, -3.551671], [0.690284, 3.456732, -3.044892]], "forces_ev_per_angstrom": [[-1.6, 0.7, 1.2], [0.0, 0.1, -0.5], [0.1, 0.0, 0.2], [0.0, -0.1, 0.3], [-0.3, 0.0, -0.5], [0.3, 0.2, -0.4], [-0.1, -0.1, 0.4], [0.2, 0.2, 0.0], [-0.1, 0.0, -1.0], [0.2, 0.0, 0.5], [-0.3, -0.2, 0.5], [0.3, 0.2, -1.0], [-0.2, 0.0, -0.2], [0.1, 0.0, 0.4], [-0.4, -0.1, -0.5], [0.4, 0.3, -0.5], [0.0, 0.0, 0.3], [-0.1, -0.1, 0.2], [0.0, 0.0, 0.0], [0.0, 0.0, 0.0], [0.0, 0.0, 0.0], [-0.1, 0.0, 0.0], [0.0, 0.0, 0.0], [0.0, 0.0, 0.0], [0.3, -0.1, -0.4], [-0.1, -0.2, 0.2], [-0.1, 0.2, 0.1], [-0.2, 0.1, -0.2], [-0.3, 0.4, -0.3], [1.1, -0.6, 0.7], [-0.1, 0.4, 0.1], [0.0, 0.0, -0.1], [0.0, 0.2, 0.3], [0.1, 0.2, -0.2], [-0.1, -0.2, 0.0], [-0.1, -0.2, 0.1], [-0.2, -0.2, 0.3], [0.0, 0.0, -0.3], [0.1, 0.1, -0.2], [0.0, 0.0, 0.3], [0.0, -0.2, 0.0], [-0.1, 0.0, -0.1], [0.4, 0.2, -0.1], [-0.1, -0.1, -0.2], [0.1, 0.4, 0.1], [-0.6, 0.0, -0.1], [-0.4, 0.0, 0.1], [2.0, -0.9, 0.3], [0.1, -0.1, 0.1], [0.0, 0.0, 0.0], [0.0, 0.0, 0.0], [0.0, 0.0, 0.0], [0.0, 0.0, 0.1], [0.0, 0.0, -0.1], [0.1, 0.0, 0.0], [0.0, 0.0, 0.0], [-0.1, -0.2, 0.0], [0.0, 0.0, 0.0], [0.0, 0.0, 0.0], [0.0, 0.0, 0.0], [0.0, 0.3, 0.6], [-0.2, 0.0, 0.2], [0.0, 0.0, 0.0], [0.0, 0.0, 0.0], [0.1, 0.0, 0.0], [0.0, 0.0, 0.0], [0.2, 0.0, -1.0], [-0.4, -0.5, 0.6], [0.1, -0.2, -0.3], [-0.1, 0.0, 0.0], [-0.5, -0.3, -0.1], [0.6, 0.4, -0.3], [0.0, 0.0, -0.1], [-0.7, -0.1, -0.6], [0.2, 0.1, 0.0], [0.8, 0.2, 0.1], [0.3, 0.4, -0.3], [-0.7, -0.5, 0.5], [0.1, 0.1, 0.0], [0.4, 0.1, 0.6], [0.1, 0.0, 0.0], [0.1, 0.0, 0.0], [-0.1, -0.4, 0.1], [-0.1, 0.0, -0.2], [0.0, 0.0, -0.2], [-0.2, 0.7, 0.4], [-0.1, -0.1, 0.0], [-0.1, 0.0, 0.0], [0.0, 0.0, 0.0], [0.0, -0.1, 0.0], [0.0, 0.0, 0.0], [0.1, 0.1, 0.1], [0.0, -0.1, 0.0], [0.0, 0.1, 0.1], [-0.1, 0.0, 0.0]], "gap_ev": [3.71, 3.54], "charge": -2}

***

Record 3
{"formula": "C40H33N3O2P2S2TeZr", "method": "ωB97M-V/def2-TZVPD", "symbols": ["Zr", "Te", "C", "C", "C", "N", "C", "C", "C", "P", "C", "C", "C", "C", "C", "C", "C", "C", "C", "C", "C", "C", "P", "C", "C", "C", "C", "C", "C", "C", "C", "C", "C", "C", "C", "H", "H", "H", "H", "H", "H", "H", "H", "H", "H", "H", "H", "H", "H", "H", "H", "H", "H", "H", "H", "H", "H", "H", "H", "O", "C", "C", "C", "C", "C", "C", "C", "O", "N", "N", "C", "S", "C", "C", "S", "H", "H", "H", "H", "H", "H", "H", "H", "H"], "positions_angstrom": [[0.186941, 0.463843, 0.057596], [-3.326304, 3.570353, 0.206692], [-2.778341, 5.610954, 0.207356], [-1.864534, 6.125809, 1.118109], [-1.526515, 7.467652, 1.028188], [-2.047939, 8.293105, 0.128666], [-2.948674, 7.806196, -0.710873], [-3.341251, 6.472210, -0.723208], [-1.301825, 2.860715, 0.457042], [-1.083533, 1.794114, 1.807035], [-1.005139, 2.478192, 3.452993], [0.231019, 2.858402, 3.975675], [0.290612, 3.481144, 5.210551], [-0.879219, 3.727005, 5.917688], [-2.110346, 3.350076, 5.398754], [-2.179758, 2.726331, 4.165127], [-2.325555, 0.466113, 1.739464], [-3.058419, 0.234575, 0.569027], [-3.924003, -0.850403, 0.486183], [-4.052844, -1.713449, 1.558882], [-3.314837, -1.503617, 2.720592], [-2.451155, -0.429384, 2.813177], [-0.601408, 2.591109, -1.143754], [1.245956, 2.513916, -0.794221], [2.037038, 1.864851, -1.760880], [3.417512, 2.015003, -1.748156], [4.006249, 2.826799, -0.784932], [3.234972, 3.453785, 0.190220], [1.860909, 3.289155, 0.200171], [-0.691746, 4.041085, -2.201245], [-0.113854, 5.243122, -1.790083], [-0.183577, 6.346004, -2.619237], [-0.829273, 6.250802, -3.847876], [-1.407180, 5.057238, -4.250369], [-1.340206, 3.942760, -3.427644], [-1.415528, 5.502771, 1.882587], [-0.809207, 7.899723, 1.717673], [-3.371957, 8.504859, -1.424431], [-4.056603, 6.131232, -1.460340], [1.143041, 2.655030, 3.424728], [1.245860, 3.769743, 5.626968], [-0.831429, 4.213387, 6.882453], [-3.016483, 3.544227, 5.955596], [-3.139834, 2.435468, 3.755823], [-2.969865, 0.898994, -0.285417], [-4.492181, -1.016245, -0.418842], [-4.726875, -2.556415, 1.495616], [-3.420169, -2.183871, 3.554563], [-1.880347, -0.272532, 3.720856], [1.562861, 1.301680, -2.563499], [4.021359, 1.533813, -2.505439], [5.077777, 2.975982, -0.794794], [3.709411, 4.083925, 0.930909], [1.242762, 3.796133, 0.933984], [0.372949, 5.322735, -0.826533], [0.252430, 7.283788, -2.303495], [-0.881936, 7.117460, -4.493080], [-1.909934, 4.989231, -5.205253], [-1.794265, 3.010510, -3.740229], [-2.532931, -2.877322, -1.400117], [-1.563383, -3.806324, -1.539945], [-1.956633, -5.051362, -2.034730], [-1.038750, -6.062938, -2.201466], [0.306406, -5.864541, -1.878690], [0.702878, -4.647776, -1.387556], [-0.215507, -3.594479, -1.203172], [0.293725, -2.340498, -0.666928], [-0.512345, -1.258778, -0.689743], [1.472425, -2.262021, -0.146763], [1.778849, -0.999519, 0.393866], [3.011630, -0.999372, 0.850876], [3.653809, 0.403290, 1.649999], [5.015613, -0.515863, 2.441720], [5.475441, -1.560653, 1.446519], [4.008265, -2.393867, 0.754514], [-2.133245, -2.045579, -1.102250], [-3.000426, -5.185825, -2.283044], [-1.365426, -7.017431, -2.591000], [1.026663, -6.657554, -2.018712], [1.739941, -4.475419, -1.138221], [4.639320, -0.962548, 3.360627], [5.803766, 0.196447, 2.678004], [6.088582, -2.322556, 1.925172], [6.039684, -1.113940, 0.628499]], "forces_ev_per_angstrom": [[-1.1, 0.8, -0.4], [0.1, 0.1, 0.0], [0.0, 0.1, -0.1], [0.0, -0.2, 0.0], [0.0, -0.1, 0.0], [0.1, 0.3, 0.0], [-0.1, -0.1, -0.1], [0.0, -0.1, 0.0], [-0.4, -0.2, -0.1], [0.5, -0.3, 0.0], [-0.1, 0.2, 0.0], [0.0, -0.1, 0.0], [0.0, 0.0, 0.0], [0.0, 0.0, 0.0], [0.0, 0.0, 0.0], [0.0, 0.0, -0.1], [0.1, 0.0, 0.2], [0.1, 0.0, 0.0], [0.0, 0.0, -0.1], [0.0, 0.0, 0.0], [0.1, 0.0, 0.0], [0.0, 0.0, 0.0], [0.7, 0.1, 0.4], [0.1, 0.1, -0.1], [0.0, 0.0, 0.1], [0.0, 0.0, 0.1], [0.0, 0.0, 0.0], [0.0, 0.0, 0.0], [0.0, 0.0, 0.0], [-0.2, -0.1, -0.1], [0.0, -0.1, 0.1], [-0.1, 0.0, 0.0], [0.0, 0.0, 0.0], [0.0, 0.0, 0.0], [0.0, 0.0, 0.0], [0.0, 0.0, 0.0], [0.0, 0.0, 0.0], [0.0, 0.0, 0.0], [0.0, 0.0, 0.0], [0.0, 0.0, 0.0], [0.0, 0.0, 0.0], [0.0, 0.0, 0.0], [0.0, 0.0, 0.0], [0.0, 0.0, 0.0], [0.0, 0.0, 0.0], [0.0, 0.0, 0.0], [0.0, 0.0, 0.0], [0.0, 0.0, 0.0], [0.0, 0.0, 0.0], [0.0, 0.0, 0.0], [0.0, 0.0, 0.0], [0.0, 0.0, 0.0], [0.0, 0.0, 0.0], [0.0, 0.0, 0.0], [0.0, 0.0, 0.0], [0.0, 0.0, 0.0], [0.0, 0.0, 0.0], [0.0, 0.0, 0.0], [0.0, 0.0, 0.0], [0.0, 0.2, 0.0], [0.2, -0.1, 0.0], [-0.1, 0.1, 0.0], [0.0, 0.0, 0.0], [0.0, 0.0, 0.0], [0.0, 0.0, 0.0], [0.2, -0.1, -0.2], [0.0, -0.2, 0.1], [0.2, 0.2, 0.3], [-0.1, -0.2, -0.2], [0.2, -0.3, -0.3], [-0.1, 0.2, 0.4], [0.0, -0.2, -0.1], [0.0, 0.0, 0.0], [-0.1, 0.0, -0.1], [0.0, 0.2, 0.0], [-0.1, -0.1, 0.0], [0.0, 0.0, 0.0], [0.0, 0.0, 0.0], [0.0, 0.0, 0.0], [0.0, 0.0, 0.0], [0.0, 0.0, 0.0], [0.0, 0.0, 0.0], [0.0, 0.0, 0.0], [0.0, 0.0, 0.0]], "gap_ev": 6.07, "charge": 2}

***

We obtain DFT total energy values of -3314.02102, -6737.31847, -3652.44272 Ha for the records listed above, in that order.